Version A
Below is CHIrLiO as an isolated structure, with properties calculated with wB97M-V/def2-TZVPD.

For the lowest unoccupied orbital energy (spin up / spin down), the calculation gives -4.5312 / -6.6508 eV. The spin multiplicity is 5. As for the net charge: +1.

```
5
Properties=species:S:1:pos:R:3:mulliken_spin:R:1
H -0.601 0.443 -1.302 0.052
Ir -0.988 -2.059 0.269 3.637
O 0.781 0.417 0.102 0.074
C 0.069 -0.266 -0.657 0.234
Li 0.739 1.464 1.588 0.002
```

Version B
Below is CHIrLiO as an isolated structure, with properties calculated with wB97M-V/def2-TZVPD.

For the lowest unoccupied orbital energy (spin up / spin down), the calculation gives -4.8075 / -6.4458 eV. The spin multiplicity is 5. As for the net charge: +1.

```
5
Properties=species:S:1:pos:R:3:mulliken_spin:R:1
H 0.805 -0.656 -0.779 0.189
Ir 1.571 1.296 1.004 3.005
O -0.948 0.079 -0.357 0.286
C 0.167 0.433 -0.750 0.519
Li -1.595 -1.152 0.882 0.001
```

Quick one: least stable of them? version B

Version A
Below is the molecule C4H7N3O, with properties calculated with wB97M-V/def2-TZVPD.

For the lowest unoccupied orbital energy, the calculation gives 1.0419 eV. Its SMILES is C=N/N=C(/C)ON=C. As for the net charge: 0.

```
15
Properties=species:S:1:pos:R:3:mulliken_charge:R:1
C 3.006 -0.873 -0.063 -0.335
N 1.737 -0.689 0.069 -0.246
N 1.374 0.670 0.051 -0.448
C 0.095 0.705 -0.020 0.648
C -0.591 2.045 -0.023 -0.868
O -0.643 -0.491 0.058 -0.039
N -2.022 -0.212 0.003 -0.475
C -2.708 -1.282 -0.027 -0.316
H 3.645 0.003 -0.180 0.316
H 3.299 -1.901 -0.060 0.263
H -1.373 2.119 -0.766 0.330
H -1.023 2.352 0.925 0.242
H 0.149 2.794 -0.288 0.335
H -3.778 -1.160 -0.051 0.296
H -2.214 -2.237 -0.104 0.298
```

Version B
Below is the molecule C4H7N3O, with properties calculated with wB97M-V/def2-TZVPD.

For the lowest unoccupied orbital energy, the calculation gives 0.7184 eV. Its SMILES is C=C/N=C\NNC=O. As for the net charge: 0.

```
15
Properties=species:S:1:pos:R:3:mulliken_charge:R:1
C 1.430 -0.626 2.259 -0.525
C 0.196 -0.108 2.044 -0.226
N 0.095 1.214 1.431 -0.520
C 0.052 1.228 0.150 0.008
N 0.309 0.128 -0.711 -0.058
N -0.160 0.227 -2.000 -0.486
C -1.503 -0.120 -2.201 0.107
O -2.274 -0.398 -1.311 -0.492
H 1.443 -1.607 2.745 0.244
H 2.401 -0.217 2.002 0.272
H -0.775 -0.645 2.215 0.332
H -0.148 2.157 -0.350 0.410
H 0.228 -0.790 -0.306 0.320
H 0.406 -0.317 -2.672 0.280
H -1.700 -0.126 -3.293 0.334
```

Version C
Below is C4H7N3O as an isolated structure, with properties calculated with wB97M-V/def2-TZVPD.

For the lowest unoccupied orbital energy, the calculation gives 0.4605 eV. As for the net charge: 0.

```
15
Properties=species:S:1:pos:R:3:mulliken_charge:R:1
C 2.665 -0.087 0.435 -0.561
C 0.407 -0.014 -0.586 0.296
C 0.001 1.302 -0.302 -0.117
C -1.758 0.113 -0.298 0.264
H 2.340 -0.297 1.594 0.244
H 3.764 -0.395 0.247 0.243
H 2.665 1.139 0.420 0.214
H 0.861 1.981 -0.627 0.276
H -3.328 -1.730 -0.060 0.264
H -3.968 0.113 0.542 0.259
H -0.461 -1.727 -0.252 0.268
N -1.344 1.414 -0.192 -0.599
N -3.036 -0.496 0.225 -0.535
N -0.642 -0.801 -0.505 -0.156
O 1.832 -0.516 -0.640 -0.359
```

Quick one: least stable of them? version C

Version A
Below is C4H7N3O as an isolated structure, with properties calculated with wB97M-V/def2-TZVPD.

For the lowest unoccupied orbital energy, the calculation gives 0.2219 eV. As for the net charge: 0.

```
15
Properties=species:S:1:pos:R:3:mulliken_charge:R:1
C 0.468 -1.188 1.251 0.523
C 0.240 0.520 0.157 -0.030
C -0.134 1.068 -2.493 -0.417
C -1.178 1.990 -1.511 -0.361
H 0.646 -3.089 0.774 0.272
H -0.070 -2.897 2.483 0.283
H 0.205 0.963 1.224 0.459
H 0.675 1.575 -3.148 0.216
H -0.268 -0.024 -2.614 0.276
H -1.341 3.184 -1.657 0.189
H -2.084 1.502 -1.142 0.256
N 0.078 -2.547 1.445 -0.448
N 0.486 -0.793 -0.080 -0.510
N 0.053 1.461 -0.998 -0.093
O 0.191 -0.299 2.136 -0.614
```

Version B
Below is the molecule C4H7N3O, with properties calculated with wB97M-V/def2-TZVPD.

For the lowest unoccupied orbital energy, the calculation gives 0.1638 eV. Its SMILES is [H]/N=C/N(C)/C=N/C=O. As for the net charge: 0.

```
15
Properties=species:S:1:pos:R:3:mulliken_charge:R:1
H -2.540 -2.397 -0.104 0.249
N -1.634 -2.017 0.028 -0.572
C -1.786 -0.739 0.117 0.019
N -0.640 0.152 0.002 0.092
C -0.864 1.645 0.189 -0.894
C 0.644 -0.279 -0.271 0.024
N 1.656 0.476 -0.031 -0.448
C 2.826 -0.134 -0.058 0.141
O 2.934 -1.354 0.363 -0.569
H -2.754 -0.338 0.242 0.328
H -0.374 2.050 -0.699 0.334
H -0.364 2.057 1.029 0.286
H -1.885 1.791 0.188 0.345
H 0.932 -1.322 -0.682 0.364
H 3.850 0.410 -0.312 0.300
```

Quick one: least stable of them? version A

Version A
Below is the molecule C4H7N3O, with properties calculated with wB97M-V/def2-TZVPD.

For the lowest unoccupied orbital energy, the calculation gives -0.0382 eV. Its SMILES is [H]/N=C(/N)NC(=C)C=O. As for the net charge: 0.

```
15
Properties=species:S:1:pos:R:3:mulliken_charge:R:1
H 0.880 1.289 1.065 0.317
N 1.685 0.856 0.707 -0.710
C 1.413 -0.245 0.138 0.390
N 2.458 -1.072 -0.320 -0.447
N 0.071 -0.619 -0.280 -0.252
C -1.014 0.213 -0.178 0.408
C -1.003 1.571 -0.419 -1.022
C -2.305 -0.376 0.189 0.055
O -2.290 -1.582 0.218 -0.507
H 3.241 -1.258 0.386 0.286
H 2.075 -1.815 -0.853 0.238
H -0.198 -1.665 -0.006 0.330
H -0.130 2.023 -0.873 0.379
H -1.776 2.380 -0.564 0.290
H -3.107 0.302 0.791 0.244
```

Version B
Below is the molecule C4H7N3O, with properties calculated with wB97M-V/def2-TZVPD.

For the lowest unoccupied orbital energy, the calculation gives 0.0742 eV. Its SMILES is [H]/N=C(\N)NC(=C)C=O. As for the net charge: 0.

```
15
Properties=species:S:1:pos:R:3:mulliken_charge:R:1
H 2.828 1.187 0.071 0.273
N 1.836 1.194 0.079 -0.637
C 1.477 -0.052 -0.041 0.424
N 2.476 -1.134 0.033 -0.636
N 0.167 -0.358 -0.164 -0.213
C -0.952 0.506 -0.022 0.577
C -0.977 1.841 -0.026 -0.902
C -2.175 -0.230 0.123 -0.153
O -2.245 -1.461 -0.002 -0.552
H 2.391 -1.837 -0.725 0.268
H 2.390 -1.595 0.984 0.272
H -0.051 -1.361 -0.178 0.264
H -0.097 2.423 -0.143 0.381
H -1.987 2.310 -0.053 0.237
H -3.110 0.253 0.223 0.395
```

Quick one: least stable of them? version A

Version A
Below is the molecule C7H8N2O3, with properties calculated with wB97M-V/def2-TZVPD.

For the lowest unoccupied orbital energy, the calculation gives -0.1868 eV. Its SMILES is COc1ccc([N+](=O)[O-])cc1N. As for the net charge: 0.

```
20
Properties=species:S:1:pos:R:3:mulliken_charge:R:1
C 2.937 -1.045 0.177 -0.805
O 2.095 0.124 -0.096 -0.413
C 0.787 -0.101 -0.131 0.767
C 0.075 -1.312 -0.169 -0.298
C -1.357 -1.390 -0.275 -0.899
C -1.919 -0.104 -0.271 0.186
N -3.317 -0.029 0.053 0.955
O -3.932 1.067 0.138 -0.627
O -3.863 -1.088 0.104 -0.608
C -1.261 1.159 -0.297 -0.918
C 0.121 1.160 -0.137 0.520
N 0.891 2.296 -0.060 -0.451
H 3.943 -0.519 0.763 0.214
H 2.355 -1.490 1.084 0.428
H 3.208 -1.571 -0.786 0.280
H 0.679 -2.230 -0.226 0.360
H -1.869 -2.315 -0.115 0.440
H -1.732 2.059 -0.156 0.441
H 1.783 2.213 0.214 0.193
H 0.373 3.119 0.187 0.233
```

Version B
Below is the molecule C7H8N2O3, with properties calculated with wB97M-V/def2-TZVPD.

For the lowest unoccupied orbital energy, the calculation gives -0.3795 eV. Its SMILES is COc1ccc([N+](=O)[O-])cc1N. As for the net charge: 0.

```
20
Properties=species:S:1:pos:R:3:mulliken_charge:R:1
C 1.513 -2.041 1.889 -0.893
O 1.390 -1.685 0.527 -0.411
C 0.500 -0.659 0.220 0.742
C -0.090 0.143 1.215 -0.234
C -0.950 1.159 0.905 -0.894
C -1.157 1.438 -0.444 -0.207
N -1.952 2.645 -0.831 0.929
O -1.974 2.928 -2.061 -0.596
O -2.566 3.229 0.050 -0.574
C -0.553 0.695 -1.469 -0.484
C 0.242 -0.412 -1.137 0.523
N 0.669 -1.346 -2.133 -0.646
H 2.108 -2.913 1.841 0.259
H 1.992 -1.198 2.417 0.346
H 0.551 -2.227 2.362 0.375
H 0.163 0.018 2.276 0.309
H -1.446 1.778 1.656 0.429
H -0.839 0.995 -2.456 0.471
H 1.537 -1.729 -1.846 0.284
H 0.861 -0.819 -2.981 0.274
```

Version C
Below is the molecule C7H8N2O3, with properties calculated with wB97M-V/def2-TZVPD.

For the lowest unoccupied orbital energy, the calculation gives -0.5784 eV. Its SMILES is C=C1C=CC=C[C@H]1O/[N+]([O-])=N\O. As for the net charge: 0.

```
20
Properties=species:S:1:pos:R:3:mulliken_charge:R:1
C 0.353 1.724 1.230 -1.156
C -0.374 0.796 0.574 0.654
C -1.413 1.049 -0.431 -0.334
C -2.146 0.053 -0.969 -0.502
C -2.029 -1.292 -0.539 -0.221
C -0.959 -1.688 0.178 -1.242
C -0.004 -0.669 0.663 0.598
O 1.079 -0.858 -0.273 -0.512
N 2.401 -0.528 0.185 1.273
O 2.804 -1.220 1.078 -0.702
N 2.981 0.281 -0.502 -0.582
O 2.335 1.007 -1.462 -0.263
H 0.298 2.787 1.138 0.348
H 0.999 1.311 2.010 0.293
H -1.861 2.108 -0.499 0.238
H -3.045 0.312 -1.592 0.330
H -2.728 -2.082 -0.965 0.281
H -0.606 -2.621 0.195 0.560
H 0.484 -1.062 1.559 0.536
H 1.429 0.592 -1.575 0.403
```

Quick one: least stable of them? version C

Version A
Below is the molecule C2HN5O, with properties calculated with wB97M-V/def2-TZVPD.

For the lowest unoccupied orbital energy, the calculation gives -1.5042 eV. Its SMILES is O=c1nncnnn1. As for the net charge: 0.

```
9
Properties=species:S:1:pos:R:3:mulliken_charge:R:1
O -2.211 -0.662 0.582 -0.433
C -1.307 -0.334 -0.163 0.610
N -1.008 1.075 -0.755 -0.085
N 0.125 1.406 -0.489 -0.178
C 1.067 0.667 0.433 0.066
N 1.357 -0.532 0.330 -0.039
N 0.966 -1.418 -0.558 -0.130
N -0.277 -1.195 -0.816 -0.179
H 1.287 0.992 1.436 0.369
```

Version B
Below is the molecule C2HN5O, with properties calculated with wB97M-V/def2-TZVPD.

For the lowest unoccupied orbital energy, the calculation gives -1.7660 eV. Its SMILES is O=c1ncnnnn1. As for the net charge: 0.

```
9
Properties=species:S:1:pos:R:3:mulliken_charge:R:1
O -2.159 -0.633 -0.093 -0.470
C -1.065 -0.347 -0.482 0.690
N 0.009 -1.161 -0.382 -0.381
C 0.993 -0.730 0.335 0.079
N 0.885 0.386 1.144 -0.160
N 0.207 1.369 0.781 -0.064
N -0.023 1.557 -0.536 0.043
N -0.739 0.855 -1.248 -0.158
H 1.894 -1.296 0.481 0.422
```

Quick one: least stable of them? version A

Version A
Below is a 2-piece molecular cluster, CH5NO2S overall, with properties calculated with wB97M-V/def2-TZVPD.

For the lowest unoccupied orbital energy (spin up / spin down), the calculation gives -0.7520 / -0.9058 eV. As for the net charge: 0.

```
10
Properties=species:S:1:pos:R:3:mulliken_charge:R:1
C -1.639 0.681 0.113 -0.465
N 1.627 -1.238 0.176 -0.389
O 1.061 0.716 -0.998 -0.478
O -0.899 0.206 1.183 -0.529
S 1.364 0.374 0.366 0.649
H -1.820 -0.084 -0.757 0.226
H -1.074 1.442 -0.519 0.163
H -2.520 1.299 0.390 0.300
H 2.026 -1.865 0.800 0.242
H 1.875 -1.530 -0.753 0.280
```

Version B
Below is the molecule CH5NO2S, with properties calculated with wB97M-V/def2-TZVPD.

For the lowest unoccupied orbital energy, the calculation gives 0.5052 eV. Its SMILES is CN[SH](=O)=O. As for the net charge: 0.

```
10
Properties=species:S:1:pos:R:3:mulliken_charge:R:1
C 1.355 0.055 0.029 -0.665
N 0.214 -0.879 0.217 -0.436
S -1.433 0.000 -0.283 0.801
O -2.548 -0.814 0.086 -0.500
O -1.346 1.375 0.141 -0.514
H 1.465 0.506 1.079 0.257
H 2.228 -0.426 -0.290 0.284
H 1.056 0.986 -0.525 0.275
H 0.135 -0.998 1.197 0.289
H -1.126 0.196 -1.650 0.208
```

Quick one: least stable of them? version A